[1]
Formula: C2H4OS
Source: the Open Molecules 2025 dataset
Level of theory: ωB97M-V/def2-TZVPD

Calculated values
**Calculated total energy**: -15018.267 eV
**Frontier orbital gap (spin up / spin down)**: 7.884 / 7.884 eV
**Molar mass**: 76.12 g mol⁻¹
**HOMO level (spin up / spin down)**: -8.16 / -8.16 eV
**SMILES**: COC=S
**Total charge**: 0
**Energy relative to the best compared isomer or geometry (same formula, charge and spin)**: 3.1988 eV

Last column: Mulliken charge in e.
Geometry (Å):
C1 1.09347 -0.33772 0.08350  -0.6071
O1 -0.40368 -0.58483 0.19282  -0.1844
C2 -1.11690 0.43193 -0.02185  -0.0226
S1 -3.11314 0.13906 -0.02054  -0.3250
H1 1.27666 0.62419 -0.20349  0.3792
H2 1.34250 -1.13199 -0.52382  0.2285
H3 1.64787 -0.47488 0.99546  0.2599
H4 -0.72677 1.33423 -0.50208  0.2716



[2]
Formula: C2H4OS
Source: the Open Molecules 2025 dataset
Level of theory: ωB97M-V/def2-TZVPD

Calculated values
**Calculated total energy**: -15015.595 eV
**Frontier orbital gap (spin up / spin down)**: 5.986 / 8.679 eV
**Multiplicity**: 3
**Molar mass**: 76.12 g mol⁻¹
**HOMO level (spin up / spin down)**: -5.58 / -10.38 eV
**Total charge**: 0
**Energy relative to the best compared isomer or geometry (same formula, charge and spin)**: 2.2528 eV

Last column: Mulliken charge in e.
Geometry (Å):
C1 1.33630 -0.21597 0.30196  -0.1604
C2 -0.63249 0.63460 -0.13353  -0.5733
O1 2.36184 0.26715 -0.01237  -0.3712
S1 -1.98779 -0.31056 0.10312  -0.1578
H1 1.20206 -1.11977 0.73377  0.4122
H2 -0.50529 1.39768 0.63656  0.3247
H3 -0.19354 0.92539 -1.07486  0.3770
H4 -1.58109 -1.57853 -0.55466  0.1487



[3]
Formula: C2H4OS2
Source: the Open Molecules 2025 dataset
Level of theory: ωB97M-V/def2-TZVPD

Calculated values
**Calculated total energy**: -25856.277 eV
**Frontier orbital gap**: 9.133 eV
**Molar mass**: 108.19 g mol⁻¹
**HOMO level**: -9.14 eV
**SMILES**: OC(=S)CS
**Total charge**: 0
**Energy relative to the best compared isomer or geometry (same formula, charge and spin)**: 0.2181 eV

Last column: Mulliken charge in e.
Geometry (Å):
O1 -1.13576 1.58067 -0.26998  -0.4267
C1 -0.69880 0.37154 0.14340  0.5327
S1 -1.60078 -0.97526 -0.04283  -0.2878
C2 0.68443 0.39531 0.76151  -0.7911
S2 2.07762 -0.17242 -0.29606  -0.1569
H1 -1.98076 1.58694 -0.67800  0.3455
H2 0.72684 -0.35291 1.52383  0.3338
H3 0.91073 1.36280 1.17867  0.2979
H4 1.88610 -1.48030 0.12804  0.1527



[4]
Formula: C2H4OS2
Source: the Open Molecules 2025 dataset
Level of theory: ωB97M-V/def2-TZVPD

Calculated values
**Calculated total energy**: -25853.706 eV
**Frontier orbital gap (spin up / spin down)**: 6.756 / 8.277 eV
**Molar mass**: 108.19 g mol⁻¹
**HOMO level (spin up / spin down)**: -7.79 / -8.38 eV
**Total charge**: 0
**Energy relative to the best compared isomer or geometry (same formula, charge and spin)**: 2.7891 eV

Last column: Mulliken charge in e.
Geometry (Å):
C1 -0.20593 0.30194 -0.03851  -0.1145
C2 -1.58976 -0.26281 0.04104  -0.8292
O1 3.81726 0.05401 -0.32373  -0.4568
S1 1.05584 -0.81555 -0.42132  -0.0376
S2 2.49516 0.47054 0.15864  0.3471
H1 0.21062 1.24562 0.48486  0.2729
H2 -1.48568 -1.01272 0.82340  0.2987
H3 -1.93126 -0.59301 -1.01051  0.2673
H4 -2.36626 0.61198 0.28613  0.2520



[5]
Formula: C2H4OS2
Source: the Open Molecules 2025 dataset
Level of theory: ωB97M-V/def2-TZVPD

Calculated values
**Calculated total energy**: -25855.898 eV
**Frontier orbital gap**: 9.130 eV
**Molar mass**: 108.19 g mol⁻¹
**HOMO level**: -8.74 eV
**SMILES**: OC(=S)CS
**Total charge**: 0
**Energy relative to the best compared isomer or geometry (same formula, charge and spin)**: 0.5974 eV

Last column: Mulliken charge in e.
Geometry (Å):
O1 0.34782 1.39089 0.13496  -0.3893
C1 0.64832 0.15303 0.06506  0.4207
S1 2.13463 -0.29698 -0.12067  -0.3328
C2 -0.53430 -0.81104 0.30119  -0.5572
S2 -2.12050 -0.10667 -0.21826  -0.2473
H1 -0.47447 1.72756 -0.10063  0.3116
H2 -0.50457 -0.99273 1.36322  0.2837
H3 -0.31783 -1.78529 -0.09177  0.3553
H4 -2.39594 0.32985 0.97483  0.1554



[6]
Formula: C2H4OS2
Source: the Open Molecules 2025 dataset
Level of theory: ωB97M-V/def2-TZVPD

Calculated values
**Calculated total energy**: -25854.564 eV
**Frontier orbital gap**: 8.274 eV
**Molar mass**: 108.19 g mol⁻¹
**HOMO level**: -8.79 eV
**SMILES**: COSC=S
**Total charge**: 0
**Energy relative to the best compared isomer or geometry (same formula, charge and spin)**: 1.9310 eV

Last column: Mulliken charge in e.
Geometry (Å):
C1 -1.14070 0.56572 1.21920  -0.4792
O1 -0.68326 0.56807 -0.15189  -0.3081
S1 -0.08502 -0.84110 -0.76863  0.1556
C2 1.52304 -0.59367 -1.39771  -0.1544
S2 2.42438 -1.91065 -1.75265  -0.2184
H1 -1.49991 -0.51180 1.46365  0.2555
H2 -1.89425 1.28760 1.26167  0.2275
H3 -0.41945 1.02889 1.98616  0.2187
H4 1.77516 0.40693 -1.85981  0.3028



[7]
Formula: C2H4P2
Source: the Open Molecules 2025 dataset
Level of theory: ωB97M-V/def2-TZVPD

Calculated values
**Calculated total energy**: -20712.290 eV
**Frontier orbital gap**: 9.329 eV
**Molar mass**: 90.00 g mol⁻¹
**HOMO level**: -9.55 eV
**SMILES**: C#P.C=P
**Total charge**: 0
**Energy relative to the best compared isomer or geometry (same formula, charge and spin)**: 2.5104 eV

Last column: Mulliken charge in e.
Geometry (Å):
C1 2.29422 -0.33861 0.06956  -0.1515
P1 3.28199 -0.03344 -1.06894  -0.1686
H1 1.44335 -0.05301 0.60405  0.3096
C2 -1.22666 0.53223 0.42198  -0.6420
P2 -1.40480 -0.19480 -1.09803  -0.0133
H2 -1.34167 -0.09218 1.27007  0.3029
H3 -0.72385 1.46281 0.56273  0.3387
H4 -2.32258 -1.28299 -0.76142  0.0241



[8]
Formula: C2H4P2S
Source: the Open Molecules 2025 dataset
Level of theory: ωB97M-V/def2-TZVPD

Calculated values
**Calculated total energy**: -31549.688 eV
**Frontier orbital gap**: 7.849 eV
**Molar mass**: 122.07 g mol⁻¹
**HOMO level**: -8.45 eV
**Total charge**: 0
**Energy relative to the best compared isomer or geometry (same formula, charge and spin)**: 1.5760 eV

Last column: Mulliken charge in e.
Geometry (Å):
C1 0.62853 -0.76776 0.17370  -0.8838
C2 0.63988 0.64653 -0.14691  -0.3270
P1 -1.64930 -1.57598 -0.16005  0.0498
P2 -2.53723 0.24476 -0.05711  0.0749
S1 -0.94691 1.61060 0.15716  -0.1422
H1 1.18399 -1.53592 -0.40148  0.3473
H2 0.80479 -0.99390 1.28754  0.2608
H3 1.19983 1.38593 0.36789  0.3413
H4 0.67642 0.98574 -1.22074  0.2790



[9]
Formula: C2H4P2S
Source: the Open Molecules 2025 dataset
Level of theory: ωB97M-V/def2-TZVPD

Calculated values
**Calculated total energy**: -31549.881 eV
**Frontier orbital gap**: 7.174 eV
**Molar mass**: 122.07 g mol⁻¹
**HOMO level**: -8.34 eV
**SMILES**: S=P#P1CC1
**Total charge**: 0
**Energy relative to the best compared isomer or geometry (same formula, charge and spin)**: 1.3832 eV

Last column: Mulliken charge in e.
Geometry (Å):
S1 2.45756 -3.21617 0.56258  -0.2175
P1 2.17837 -1.49831 1.26011  0.1080
P2 1.78498 -0.38118 -0.61516  -0.0034
C1 0.64301 0.81767 0.13516  -0.5031
C2 0.08988 -0.60320 -0.17201  -0.4655
H1 0.21807 1.67852 -0.42887  0.2838
H2 0.96838 0.86017 1.22884  0.2033
H3 -0.40340 -1.37353 0.45347  0.3066
H4 -0.59864 -0.64328 -1.02063  0.2877



[10]
Formula: C2H4P2S
Source: the Open Molecules 2025 dataset
Level of theory: ωB97M-V/def2-TZVPD

Calculated values
**Calculated total energy**: -31550.730 eV
**Frontier orbital gap**: 7.588 eV
**Molar mass**: 122.07 g mol⁻¹
**HOMO level**: -8.29 eV
**Total charge**: 0
**Energy relative to the best compared isomer or geometry (same formula, charge and spin)**: 0.5335 eV

Last column: Mulliken charge in e.
Geometry (Å):
C1 -0.12277 0.80318 0.02966  -0.6146
C2 -0.00971 -0.45658 -0.65521  -0.6488
P1 -0.00122 2.32222 -1.10931  -0.0030
P2 -1.08934 1.50948 -2.72790  0.0531
S1 -1.38769 -0.44727 -2.09311  -0.1460
H1 -1.14625 1.00607 0.43014  0.2889
H2 0.51438 1.04095 0.85230  0.3837
H3 0.89740 -0.54680 -1.34043  0.2767
H4 -0.31611 -1.34055 -0.26202  0.4100



[11]
Formula: C2H4S2
Source: the Open Molecules 2025 dataset
Level of theory: ωB97M-V/def2-TZVPD

Calculated values
**Calculated total energy**: -23803.858 eV
**Frontier orbital gap (spin up / spin down)**: 8.990 / 7.180 eV
**Molar mass**: 92.19 g mol⁻¹
**HOMO level (spin up / spin down)**: -9.22 / -7.49 eV
**Total charge**: 0
**Energy relative to the best compared isomer or geometry (same formula, charge and spin)**: 5.0200 eV

Last column: Mulliken charge in e.
Geometry (Å):
C1 0.71114 0.05828 0.98513  -0.4310
C2 -0.23726 -0.43118 0.00619  -0.0974
S1 1.07816 -1.49696 0.01775  -0.1087
S2 -2.01762 -0.56802 0.07226  -0.1398
H1 1.48611 0.66183 0.59888  0.2384
H2 0.48662 0.08869 1.98108  0.3524
H3 0.14589 0.54802 -2.01402  0.0251
H4 -1.78494 -1.85825 -0.27032  0.1610



[12]
Formula: C2H4Si
Source: the Open Molecules 2025 dataset
Level of theory: ωB97M-V/def2-TZVPD

Calculated values
**Calculated total energy**: -10010.436 eV
**Frontier orbital gap (spin up / spin down)**: 8.452 / 8.453 eV
**Molar mass**: 56.14 g mol⁻¹
**HOMO level (spin up / spin down)**: -8.79 / -8.79 eV
**Total charge**: 0
**Energy relative to the best compared isomer or geometry (same formula, charge and spin)**: 3.4303 eV

Last column: Mulliken charge in e.
Geometry (Å):
C1 -1.02605 0.54622 0.34059  -0.2820
C2 -1.16372 -0.66177 -0.24041  -0.4621
Si1 0.60011 -0.28797 0.26530  0.0619
H1 -1.71163 1.49647 0.49644  0.2778
H2 -1.89748 -1.07494 -0.73260  0.5004
H3 2.00925 1.19485 -1.06557  -0.0936
H4 1.50848 -1.24206 1.14972  -0.0024